No. 1
The following is a DFT calculation (ωB97M-V/def2-TZVPD) of a structure of composition C39H30Co2NO7PS.

Geometry (Å):
O1 3.949 3.669 0.556
C1 3.178 2.813 0.467
Co1 2.121 1.459 0.114
C2 4.602 0.761 1.455
O2 5.579 1.100 2.001
C3 0.908 2.324 1.055
O3 0.182 3.055 1.592
C4 1.499 1.172 -1.623
C5 2.828 0.900 -1.478
C6 4.102 0.696 -1.882
C7 4.921 -0.471 -1.677
C8 6.314 -0.344 -1.917
C9 7.204 -1.308 -1.471
C10 6.724 -2.453 -0.820
C11 5.347 -2.664 -0.700
C12 4.443 -1.719 -1.193
Co2 0.619 -0.268 -0.776
C13 1.060 -1.209 0.608
O4 1.277 -1.982 1.459
C14 0.296 -1.110 -2.257
O5 0.021 -1.647 -3.252
P1 -1.356 0.317 -0.416
C15 -1.997 0.578 1.285
C16 -3.347 0.907 1.472
C17 -3.830 1.132 2.766
C18 -2.982 0.996 3.871
C19 -1.651 0.614 3.684
C20 -1.163 0.396 2.395
C21 -1.811 1.852 -1.318
C22 -2.282 2.998 -0.667
C23 -2.573 4.148 -1.408
C24 -2.353 4.173 -2.787
C25 -1.869 3.036 -3.438
C26 -1.592 1.878 -2.705
C27 -2.640 -0.863 -1.029
C28 -3.650 -0.505 -1.931
C29 -4.559 -1.468 -2.387
C30 -4.483 -2.782 -1.921
C31 -3.494 -3.136 -0.995
C32 -2.576 -2.180 -0.550
H1 0.993 1.806 -2.338
H2 4.588 1.502 -2.448
H3 6.655 0.567 -2.416
H4 8.275 -1.161 -1.624
H5 7.431 -3.190 -0.438
H6 4.971 -3.566 -0.215
H7 3.367 -1.926 -1.229
H8 -4.012 0.999 0.607
H9 -4.875 1.411 2.903
H10 -3.358 1.177 4.879
H11 -0.982 0.482 4.534
H12 -0.137 0.053 2.248
H13 -2.443 2.992 0.409
H14 -2.974 5.022 -0.896
H15 -2.561 5.079 -3.359
H16 -1.705 3.035 -4.515
H17 -1.209 0.988 -3.212
H18 -3.734 0.522 -2.286
H19 -5.329 -1.178 -3.105
H20 -5.195 -3.531 -2.274
H21 -3.436 -4.156 -0.614
H22 -1.807 -2.459 0.175
C33 -0.893 3.308 8.344
C34 0.046 2.759 7.312
C35 0.294 3.497 6.153
C36 1.165 3.024 5.171
C37 1.798 1.800 5.363
S1 2.898 1.130 4.050
N1 3.650 0.326 0.802
O6 3.222 2.336 3.288
O7 3.995 0.424 4.701
C38 1.567 1.045 6.512
C39 0.684 1.525 7.479
H23 -1.054 2.587 9.146
H24 -0.504 4.233 8.786
H25 -1.860 3.547 7.892
H26 -0.205 4.460 6.022
H27 1.340 3.611 4.272
H28 3.671 -0.679 0.574
H29 2.071 0.090 6.652
H30 0.486 0.944 8.382

Atomic forces in eV per Å
-1.375 -1.355 0.286
1.633 2.160 -1.397
-0.068 0.105 2.537
1.492 -0.864 0.562
-1.420 -0.060 -0.926
-1.621 0.743 1.580
0.853 -0.840 -0.887
1.262 1.420 -1.901
-3.621 -0.001 -0.704
2.939 -1.693 -1.523
-0.611 1.692 0.176
0.570 -0.437 0.082
-0.479 0.371 -0.356
0.151 -0.475 0.266
0.071 0.339 -0.335
0.031 -0.343 0.163
0.511 -0.028 -0.237
0.384 -2.220 0.676
-0.130 1.154 -0.662
0.178 -1.130 -0.288
0.084 0.549 0.453
0.088 0.284 -0.102
-0.419 -0.097 0.051
0.134 0.095 0.638
0.109 -0.084 -0.228
0.149 -0.041 -0.227
-0.203 -0.016 -0.057
-0.211 -0.088 -0.141
-0.322 0.114 0.309
-0.097 0.113 -0.526
0.189 -0.131 -0.086
-0.100 -0.038 0.095
0.026 -0.249 0.302
-0.137 0.366 0.007
-0.244 0.139 0.053
-0.080 -0.493 0.017
0.173 -0.055 0.210
0.087 0.150 0.011
0.066 0.343 0.030
-0.321 -0.133 -0.256
-0.009 0.315 0.014
-0.509 -0.300 -0.280
0.055 -0.242 0.231
-0.206 -0.087 0.075
-0.174 0.119 -0.029
0.099 0.147 -0.220
0.341 0.163 0.254
0.202 -0.012 0.311
0.178 -0.055 0.042
0.079 -0.034 -0.250
-0.143 0.076 -0.149
-0.268 0.346 0.097
0.091 0.025 -0.282
0.153 -0.112 -0.142
0.020 -0.211 0.145
-0.009 0.077 0.219
-0.094 0.258 0.192
0.056 -0.271 0.081
0.163 -0.114 0.181
0.189 0.189 0.082
-0.023 0.229 -0.117
-0.142 0.119 -0.269
-0.154 0.057 0.113
0.213 -0.136 -0.208
0.140 -0.185 -0.143
-0.402 0.120 0.402
0.899 0.047 0.261
-3.137 -1.944 -1.122
0.393 -0.338 2.055
0.917 1.829 -0.534
1.399 -0.068 1.358
-0.332 0.279 0.057
-0.062 0.144 -0.097
-0.041 0.045 0.030
-0.033 -0.089 -0.003
0.020 -0.018 0.109
0.078 -0.160 -0.003
0.151 -0.262 0.117
0.120 0.471 0.033
0.008 0.219 -0.128
0.057 0.096 -0.146

Properties
Charge: -2
Frontier orbital gap: 4.622 eV
Relative energy (zero: lowest compared OMol25 entry of this formula, charge and spin): 191.5 kJ/mol
Electronic energy: -5590.56162 a.u.

---

No. 2
The following is a DFT calculation (ωB97M-V/def2-TZVPD) of a structure of composition C34H30AsCdN3O4PSSe.

Geometry (Å):
Cd1 0.949 0.382 -1.165
C1 1.835 -0.960 6.331
C2 1.599 0.373 6.031
C3 1.413 0.774 4.712
C4 1.456 -0.155 3.678
C5 1.683 -1.499 3.992
C6 1.881 -1.899 5.305
P1 1.199 0.242 1.904
C7 0.849 2.035 1.946
C8 -0.448 2.419 2.300
C9 -0.826 3.751 2.262
C10 0.081 4.715 1.834
C11 1.360 4.340 1.460
C12 1.745 3.006 1.520
C13 2.876 0.153 1.199
C14 4.053 0.095 1.942
C15 5.275 0.030 1.285
C16 5.311 0.050 -0.104
C17 4.128 0.134 -0.836
C18 2.881 0.164 -0.209
H1 1.983 -1.268 7.359
H2 1.564 1.109 6.826
H3 1.240 1.819 4.483
H4 1.708 -2.232 3.192
H5 2.064 -2.942 5.532
H6 -1.166 1.660 2.591
H7 -1.835 4.038 2.534
H8 -0.222 5.752 1.761
H9 2.057 5.082 1.090
H10 2.738 2.718 1.197
H11 4.024 0.104 3.026
H12 6.196 -0.026 1.855
H13 6.263 0.000 -0.619
H14 4.191 0.171 -1.919
O1 -0.018 2.369 -7.972
C19 -0.003 1.171 -7.636
O2 0.043 0.130 -8.327
C20 0.221 0.929 -6.118
C21 0.343 -0.370 -5.635
C22 0.520 -0.570 -4.285
N1 0.581 0.440 -3.407
C23 0.464 1.702 -3.853
C24 0.288 1.972 -5.203
C25 0.505 2.846 -2.825
O3 0.426 3.986 -3.257
O4 0.615 2.507 -1.588
H15 0.287 -1.192 -6.335
H16 0.599 -1.569 -3.871
H17 0.190 2.994 -5.537
Se1 1.661 -3.322 -1.474
N2 0.524 -2.237 -0.673
C26 -0.352 -2.995 -0.043
C27 -1.414 -2.497 0.782
C28 -2.231 -3.393 1.380
C29 -2.063 -4.814 1.209
C30 -1.066 -5.327 0.455
C31 -0.162 -4.423 -0.195
N3 0.866 -4.800 -0.932
H18 -1.516 -1.428 0.911
H19 -3.031 -3.039 2.021
H20 -2.747 -5.485 1.713
H21 -0.926 -6.393 0.336
C32 -4.253 -1.648 -1.826
As1 -3.891 0.059 -1.006
C33 -4.661 -0.097 0.759
C34 -5.025 1.308 -1.928
S1 -1.919 0.667 -0.982
H22 -5.327 -1.829 -1.844
H23 -3.747 -2.417 -1.245
H24 -3.854 -1.638 -2.838
H25 -5.737 -0.264 0.704
H26 -4.446 0.825 1.294
H27 -4.178 -0.928 1.268
H28 -6.065 0.988 -1.864
H29 -4.708 1.367 -2.966
H30 -4.895 2.281 -1.462

Atomic forces in eV per Å
0.263 0.216 -0.486
0.001 -0.013 -0.051
-0.003 0.013 -0.040
0.041 0.005 0.047
-0.002 -0.097 0.003
-0.011 0.041 0.059
-0.011 0.049 -0.016
0.032 -0.005 0.169
-0.112 -0.017 -0.072
0.041 0.052 0.000
0.058 -0.017 -0.009
-0.015 -0.024 -0.004
0.018 -0.006 0.001
0.053 0.066 -0.009
0.057 -0.076 -0.075
0.008 0.017 -0.024
-0.008 0.002 -0.005
-0.068 -0.001 0.001
0.017 0.007 0.049
0.082 -0.189 0.433
-0.001 -0.006 -0.012
0.000 -0.014 -0.022
0.000 -0.012 0.021
0.000 0.001 0.024
-0.003 0.016 -0.012
-0.021 -0.002 -0.009
0.002 -0.012 -0.004
0.000 -0.019 0.016
-0.022 -0.025 0.008
-0.014 0.011 0.005
-0.014 -0.011 -0.015
-0.028 -0.001 -0.024
-0.009 0.011 -0.001
0.004 -0.006 -0.023
-0.488 -0.174 0.038
1.344 0.072 -0.212
-0.500 0.133 0.099
-0.412 -0.008 0.050
-0.020 -0.019 0.014
-0.007 0.121 0.097
-0.010 -0.003 0.007
-0.005 -0.154 -0.012
-0.027 -0.009 0.018
-0.021 -0.107 0.234
-0.002 0.034 0.021
-0.123 0.062 -0.283
0.006 0.015 -0.012
0.033 -0.027 0.022
0.008 -0.008 -0.017
0.347 0.061 -0.233
-0.138 -0.004 -0.031
-0.086 -0.071 0.105
0.024 -0.065 -0.041
-0.036 -0.082 0.018
-0.063 0.073 0.066
0.054 0.037 -0.039
-0.138 -0.017 0.126
-0.040 0.020 0.028
0.036 0.033 -0.024
0.008 -0.050 0.010
-0.025 0.033 0.009
0.019 0.021 -0.019
0.002 -0.006 0.001
-0.077 -0.214 0.022
-0.017 0.003 -0.021
-0.022 -0.003 0.020
-0.005 0.322 0.047
0.018 -0.029 -0.007
0.003 -0.025 -0.005
0.007 0.004 -0.023
0.018 -0.009 0.000
-0.016 0.020 0.035
-0.002 0.001 0.014
0.002 0.015 -0.013
0.026 -0.001 -0.030
-0.011 0.051 -0.001

Properties
Charge: -1
Frontier orbital gap: 5.652 eV
Relative energy (zero: lowest compared OMol25 entry of this formula, charge and spin): 69.0 kJ/mol
Electronic energy: -7323.42426 a.u.

---

No. 3
The following is a DFT calculation (ωB97M-V/def2-TZVPD) of an isolated molecule of C6H9NO.

Geometry (Å):
C1 -1.159 -0.841 1.099
C2 -1.632 -0.553 -0.373
C3 1.000 0.483 -1.113
C4 1.599 1.316 0.066
C5 0.129 -0.068 0.752
C6 0.625 -0.756 -0.479
H1 -1.826 -0.327 1.797
H2 -1.069 -1.890 1.298
H3 -2.243 -1.382 -0.776
H4 -2.207 0.397 -0.431
H5 1.331 0.682 -2.119
H6 1.120 2.299 0.262
H7 2.731 1.430 -0.003
H8 -0.403 0.849 0.442
H9 1.145 -1.711 -0.402
N1 -0.442 -0.458 -1.286
O1 1.301 0.528 1.265

Atomic forces in eV per Å
0.519 1.128 -0.364
-1.159 0.497 -0.538
-0.058 0.262 -0.098
-0.051 0.638 0.821
-0.207 0.145 1.868
1.265 -0.728 0.397
0.237 -0.245 0.037
0.099 -0.504 0.253
0.257 0.447 0.085
0.091 -0.715 0.113
0.209 -0.485 -0.096
0.428 -0.294 -0.482
-1.486 -0.243 -0.222
0.130 -0.176 -0.092
0.029 -0.046 -0.112
-1.163 0.262 -2.355
0.860 0.058 0.783

Properties
Frontier orbital gap: 9.682 eV
Relative energy (zero: lowest compared OMol25 entry of this formula, charge and spin): 581.4 kJ/mol
Electronic energy: -363.80280 a.u.

---

No. 4
The following is a DFT calculation (ωB97M-V/def2-TZVPD) of an isolated molecule of C17H26N2O3.

Geometry (Å):
C1 -1.464 2.994 -3.017
C2 -0.259 3.217 -2.113
H1 -0.353 4.154 -1.559
H2 0.663 3.220 -2.702
O1 -0.157 2.203 -1.115
C3 0.423 1.059 -1.487
O2 0.806 0.835 -2.605
C4 0.549 0.064 -0.334
C5 0.376 -1.356 -0.894
C6 -1.071 -1.599 -1.341
N1 -2.071 -1.338 -0.330
C7 -1.912 -0.024 0.247
C8 -0.499 0.292 0.760
H3 -0.480 1.326 1.102
H4 -0.257 -0.355 1.605
H5 -2.635 0.093 1.057
H6 -2.165 0.701 -0.536
C9 -2.425 -2.425 0.561
C10 -1.383 -2.860 1.565
C11 -1.307 -2.278 2.827
C12 -0.303 -2.680 3.693
N2 0.597 -3.600 3.389
C13 0.515 -4.171 2.199
C14 -0.448 -3.844 1.259
H7 -0.473 -4.348 0.304
H8 1.262 -4.928 1.993
H9 -0.212 -2.246 4.681
H10 -2.022 -1.527 3.130
H11 -3.327 -2.112 1.099
H12 -2.687 -3.279 -0.072
H13 -1.186 -2.627 -1.691
H14 -1.286 -0.932 -2.184
H15 1.034 -1.483 -1.755
H16 0.663 -2.075 -0.126
C15 1.983 0.197 0.223
C16 2.387 1.616 0.606
O3 2.635 2.353 -0.569
C17 2.958 3.694 -0.321
H17 3.140 4.158 -1.288
H18 3.861 3.777 0.299
H19 2.136 4.215 0.187
H20 3.301 1.584 1.221
H21 1.600 2.107 1.199
H22 2.682 -0.145 -0.542
H23 2.079 -0.449 1.098
H24 -2.376 2.942 -2.427
H25 -1.344 2.064 -3.568
H26 -1.546 3.814 -3.725

Atomic forces in eV per Å
0.267 -0.103 0.282
0.015 0.236 -0.469
0.053 -0.110 -0.047
-0.098 0.075 0.125
-0.228 0.108 0.290
-0.018 -0.348 -0.015
0.006 0.044 -0.154
0.203 -0.154 0.097
-0.177 0.130 -0.165
0.223 -0.074 -0.075
-0.154 -0.134 0.056
0.062 0.147 0.145
-0.137 0.062 -0.136
0.028 0.005 0.076
0.054 0.063 -0.042
-0.046 0.053 -0.034
-0.034 0.076 0.104
-0.084 0.100 -0.133
0.067 -0.130 0.166
0.034 -0.226 -0.125
-0.216 0.234 0.068
0.379 -0.131 0.342
-0.019 -0.130 -0.300
-0.143 0.097 0.204
0.011 -0.056 -0.114
0.022 -0.079 -0.102
-0.070 0.087 0.065
-0.073 0.093 0.038
0.030 -0.108 -0.014
-0.038 0.011 0.101
-0.031 0.014 -0.077
0.053 -0.091 -0.078
0.065 -0.019 0.034
0.056 0.075 -0.010
-0.069 0.451 -0.087
0.135 -0.194 0.235
0.050 -0.209 -0.124
0.001 0.044 0.056
0.020 0.081 0.039
-0.028 0.030 -0.026
0.017 0.010 -0.015
-0.128 0.033 -0.037
0.058 -0.010 -0.015
0.064 -0.086 0.028
-0.026 -0.053 -0.016
-0.098 0.029 0.019
-0.019 -0.036 -0.065
-0.040 0.095 -0.090

Properties
Frontier orbital gap: 9.012 eV
Relative energy (zero: lowest compared OMol25 entry of this formula, charge and spin): 219.7 kJ/mol
Electronic energy: -998.60875 a.u.

---

> Number 4 is which compound?

C17H26N2O3

---

> Which of these has the lowest electronic energy?

C34H30AsCdN3O4PSSe

---

> The highest relative energy (zero: lowest compared OMol25 entry of this formula, charge and spin) belongs to which entry?

C6H9NO

---

> electronic energy of number 3 (C6H9NO)?

-363.80280 a.u.